one:
The following is a DFT calculation (ωB97M-V with the def2-TZVPD basis set) of the molecule C3H5NS.

CARTESIAN COORDINATES (ANGSTROEM)
C: -1.701 -0.671 -0.321
C: -0.674 -0.293 0.470
C: 0.205 0.801 0.107
N: 1.533 0.829 -0.034
S: 2.350 -0.656 0.003
H: -2.642 -1.036 0.107
H: -1.805 -0.044 -1.378
H: -0.614 -0.692 1.472
H: -0.160 1.862 0.066
H: 3.509 -0.100 -0.492

Properties
- highest occupied orbital energy (eV) = -8.9
- SMILES = C=C/C=N\S

---

two:
The following is a DFT calculation (ωB97M-V with the def2-TZVPD basis set) of the molecule C3H5NS.

CARTESIAN COORDINATES (ANGSTROEM)
C: -1.856 -0.330 0.088
C: -0.546 -0.527 -0.307
C: 0.190 0.818 -0.240
N: 1.441 0.902 -0.038
S: 2.484 -0.423 -0.098
H: -2.535 -1.200 0.371
H: -2.298 0.688 0.271
H: -0.031 -1.482 -0.623
H: -0.295 1.696 -0.283
H: 3.448 -0.142 0.858

Properties
- highest occupied orbital energy (eV) = -8.5
- SMILES = C=C/C=N\S

---

Quick ranking, most stable first: two, one.

---

one:
The following is a DFT calculation (ωB97M-V with the def2-TZVPD basis set) of a cluster of 2 separate species, C2H7N2O in total.

CARTESIAN COORDINATES (ANGSTROEM)
N: 0.447 -1.091 1.392
C: 0.970 -0.324 0.275
C: -0.233 0.328 -0.410
N: 0.101 1.246 -1.329
O: -1.346 -0.119 -0.226
H: 0.622 -2.096 1.378
H: -0.565 -1.014 1.264
H: -0.765 0.937 2.237
H: 1.605 0.440 0.739
H: 1.646 -0.836 -0.412
H: 0.943 1.736 -1.577
H: -0.777 1.707 -1.559

Properties
- net charge = +1
- highest occupied orbital energy (eV) = -15.4

---

two:
The following is a DFT calculation (ωB97M-V with the def2-TZVPD basis set) of a cluster of 2 separate species, C2H7N2O in total.

CARTESIAN COORDINATES (ANGSTROEM)
N: -1.362 -1.315 0.188
C: -0.596 -0.273 0.863
C: 0.347 0.371 -0.097
N: 1.248 1.230 0.321
O: 0.212 0.049 -1.299
H: -0.900 -2.218 0.299
H: -1.137 -1.139 -0.764
H: -1.639 0.567 -1.453
H: -1.290 0.523 1.116
H: -0.115 -0.533 1.796
H: 1.641 1.226 1.254
H: 1.518 1.884 -0.392

Properties
- net charge = +1
- highest occupied orbital energy (eV) = -14.9

---

three:
The following is a DFT calculation (ωB97M-V with the def2-TZVPD basis set) of the ion C2H7N2O with charge +1.

CARTESIAN COORDINATES (ANGSTROEM)
N: 0.659 0.315 1.966
C: 0.210 0.477 0.712
O: 0.085 1.606 0.250
C: -0.135 -0.657 -0.246
N: -0.489 -0.027 -1.546
H: 0.970 -0.588 2.280
H: 0.557 1.077 2.608
H: -0.916 -1.397 -0.073
H: 0.853 -1.140 -0.318
H: -0.390 -0.715 -2.290
H: 0.064 0.810 -1.745
H: -1.469 0.241 -1.597

Properties
- net charge = +1
- highest occupied orbital energy (eV) = -14.8
- SMILES = NC(=O)C[NH3+]

---

four:
The following is a DFT calculation (ωB97M-V with the def2-TZVPD basis set) of the ion C2H7N2O with charge +1.

CARTESIAN COORDINATES (ANGSTROEM)
C: -1.199 0.969 -0.418
N: -0.111 0.101 0.175
O: -0.578 -0.571 1.313
C: 1.044 -0.393 -0.203
N: 1.479 -1.453 0.448
H: -1.861 1.155 0.309
H: -1.658 0.438 -1.290
H: -0.699 1.894 -0.917
H: -1.038 0.071 1.816
H: 1.485 0.006 -1.142
H: 2.467 -1.510 0.496
H: 0.836 -1.900 1.075

Properties
- net charge = +1
- highest occupied orbital energy (eV) = -15.2
- SMILES = C/[N+](O)=C/N

---

Quick ranking, most stable first: three, four, two, one.

---

one:
The following is a DFT calculation (ωB97M-V with the def2-TZVPD basis set) of the molecule CH4NO3P.

CARTESIAN COORDINATES (ANGSTROEM)
N: 1.783 0.047 -0.213
C: 0.432 0.782 -0.372
O: -0.340 0.908 0.946
P: -1.118 -0.094 -0.024
O: -2.456 0.241 -0.386
O: -0.915 -1.598 0.314
H: 2.516 0.639 0.330
H: 1.587 -0.875 0.095
H: 0.443 1.727 -0.808
H: -1.932 -1.775 0.118

Properties
- highest occupied orbital energy (eV) = -10.2
- SMILES = N[C@@H]1O[P@]1(=O)O

---

two:
The following is a DFT calculation (ωB97M-V with the def2-TZVPD basis set) of the molecule CH4NO3P.

CARTESIAN COORDINATES (ANGSTROEM)
O: -2.672 0.624 -0.532
C: -1.882 -0.092 -0.030
N: -0.480 -0.085 0.066
P: 0.825 0.859 -0.510
O: 1.555 -0.228 -1.454
O: 1.599 0.515 0.948
H: -2.157 -1.112 0.186
H: -0.196 -0.660 0.863
H: 1.876 -1.111 -1.071
H: 1.532 1.292 1.536

Properties
- highest occupied orbital energy (eV) = -9.8
- SMILES = O=CNP(O)O

---

Quick ranking, most stable first: two, one.